{
  "formula": "C12H27BiCl2N2OP2S",
  "method": "ωB97M-V with the def2-TZVPD basis set",
  "species": ["C", "C", "H", "H", "H", "O", "Cl", "Bi", "P", "C", "C", "H", "H", "H", "H", "H", "H", "C", "H", "H", "H", "P", "C", "C", "H", "H", "H", "C", "H", "H", "H", "H", "H", "H", "Cl", "C", "N", "C", "C", "N", "C", "S", "H", "H", "H", "H", "H", "H"],
  "xyz": [[-2.1011, 0.0261, -4.4306], [-1.2758, -0.2810, -3.2211], [-3.1650, -0.0687, -4.2178], [-1.8179, -0.6556, -5.2317], [-1.8834, 1.0372, -4.7702], [-1.6125, -0.5649, -2.0971], [0.4389, -0.1644, -3.7133], [0.9327, 0.0596, 1.2566], [0.5113, -2.5968, 0.4164], [-0.6912, -3.6120, 1.3381], [0.1712, -3.2620, -1.2366], [0.3065, -4.3533, -1.1549], [1.9385, -4.5184, 0.5011], [0.8551, -2.8362, -1.9796], [2.8861, -3.0276, 0.0894], [-1.7031, -3.3728, 0.9734], [-0.8611, -3.0245, -1.5209], [2.1051, -3.4545, 0.7441], [-0.4457, -4.6594, 1.0968], [2.3961, -3.3385, 1.8025], [-0.6305, -3.4418, 2.4234], [0.2114, 2.5278, 0.3636], [-0.9957, 3.5407, 1.2945], [1.7314, 3.5525, 0.4487], [0.3943, 2.5071, -2.0525], [-0.4291, 3.9658, -1.3958], [-1.3003, 2.4067, -1.5101], [-0.3296, 2.8746, -1.3206], [2.5025, 3.1267, -0.2146], [1.4465, 4.5591, 0.0995], [-1.0589, 4.4878, 0.7435], [-0.6537, 3.7232, 2.3215], [2.1109, 3.5901, 1.4825], [-1.9737, 3.0411, 1.2980], [2.7739, 0.6439, 2.8548], [0.0393, -1.3799, 4.6617], [-0.4336, -0.0094, 4.7907], [-0.0263, 0.8965, 5.7490], [-0.6785, 2.0621, 5.4940], [-1.4767, 1.8326, 4.3689], [-1.1880, 0.6071, 3.8456], [-1.4943, 0.0176, 2.2667], [-0.8155, -2.0351, 4.4497], [0.7909, -1.4467, 3.8507], [0.5086, -1.6858, 5.6095], [0.6466, 0.6046, 6.5381], [-0.6346, 3.0087, 6.0113], [-2.0450, 2.5133, 3.8777]],
  "forces_ev_per_a": [[-0.6, -0.2, 0.3], [-0.6, -0.2, 0.7], [0.1, 0.0, 0.1], [0.0, 0.0, 0.0], [0.1, 0.0, 0.0], [0.8, 0.5, -1.5], [0.3, -0.1, 0.6], [0.5, 0.2, -0.4], [-0.2, -1.8, -0.3], [0.0, 0.0, 0.2], [-0.1, 0.2, -0.4], [-0.1, 0.4, -0.2], [0.3, 0.4, 0.2], [-0.2, -0.2, 0.1], [-0.2, -0.3, 0.3], [0.3, -0.1, 0.2], [0.3, -0.1, 0.0], [0.0, 0.3, 0.2], [-0.3, 0.3, 0.3], [0.0, -0.2, -0.5], [-0.1, -0.2, -0.4], [0.1, 1.9, -0.2], [0.0, -0.3, 0.1], [-0.1, -0.2, 0.1], [-0.1, 0.1, 0.1], [0.1, -0.3, -0.1], [0.1, 0.1, 0.0], [-0.3, -0.3, -0.4], [-0.2, 0.2, 0.3], [0.3, -0.3, 0.2], [-0.1, -0.1, 0.3], [-0.1, 0.0, -0.3], [-0.1, 0.0, -0.4], [0.2, 0.2, 0.0], [-0.3, 0.1, 0.4], [0.3, -0.4, 0.1], [0.3, 0.3, -1.0], [-0.7, 0.1, -0.1], [-0.4, -0.4, -0.2], [1.2, -0.3, -0.5], [0.2, 0.6, 2.0], [-0.4, -0.3, 0.0], [0.3, 0.2, 0.1], [-0.3, 0.0, 0.5], [-0.2, 0.2, -0.4], [0.0, 0.1, 0.0], [-0.2, -0.1, 0.0], [0.2, -0.1, 0.2]],
  "total_charge": 2,
  "e_lumo_ev": -7.560,
  "energy_ev": -78194.43617
}